{
  "formula": "C4H11NO2",
  "method": "wB97M-V/def2-TZVPD",
  "symbols": ["N", "C", "C", "O", "C", "C", "O", "H", "H", "H", "H", "H", "H", "H", "H", "H", "H", "H"],
  "xyz": [[-0.91823, -1.00058, -0.42999], [-0.84860, 0.16838, 0.34910], [0.14592, -0.11196, 1.45518], [0.01602, -1.50890, 1.99387], [-0.40143, 1.42417, -0.42814], [0.99355, 1.19342, -1.07552], [1.04086, 0.00128, -1.88234], [-1.44014, -0.91940, -1.32481], [-1.47487, -1.64752, 0.10688], [-1.80634, 0.47256, 0.70648], [1.22067, -0.01118, 1.15210], [-0.04263, 0.62754, 2.31555], [-0.67064, -2.07202, 1.53376], [-1.03936, 1.79762, -1.22637], [-0.13665, 2.19012, 0.26586], [1.14832, 2.10190, -1.70747], [1.71088, 1.15888, -0.26010], [1.16667, -0.67748, -1.24789]],
  "forces_ev_per_a": [[-1.204, -1.816, -2.003], [0.651, 2.219, -0.426], [-0.097, -0.847, 2.125], [-0.679, 0.857, -0.533], [2.101, -1.392, -0.831], [-1.109, 0.447, -0.848], [0.491, 2.263, -0.513], [0.697, 0.325, 0.821], [-0.208, -0.422, -0.262], [-0.937, -0.088, 1.049], [-1.098, -0.220, 0.143], [0.341, -1.205, -1.054], [1.418, 1.434, 0.693], [-0.595, -0.240, 0.358], [-0.591, 0.928, 0.706], [0.433, -0.922, 0.279], [0.487, 0.091, -0.327], [-0.099, -1.410, 0.623]],
  "e_tot_ha": -364.18294,
  "smiles": "N[C@@H](CO)CCO",
  "e_above_lowest_ev": 2.319,
  "homo_lumo_gap_ev": 10.03,
  "mol_weight_da": 105.14
}

---

{
  "formula": "C4H11NO2",
  "method": "wB97M-V/def2-TZVPD",
  "symbols": ["C", "C", "O", "C", "N", "C", "O", "H", "H", "H", "H", "H", "H", "H", "H", "H", "H", "H"],
  "xyz": [[-2.21115, 0.82120, -1.24487], [-1.34569, 0.19467, -0.20575], [-1.02300, -1.21839, -0.47798], [0.06296, 0.82799, -0.28196], [1.30275, 0.05382, -0.39225], [1.51668, -0.75284, 0.85416], [1.78032, 0.11537, 1.93096], [-2.71785, 1.73586, -0.98199], [-3.04772, 0.09375, -1.49020], [-1.70739, 0.93649, -2.22099], [-1.66949, 0.13066, 0.83757], [-1.00358, -1.43144, -1.41381], [0.21734, 1.31497, 0.74569], [0.06157, 1.64365, -1.09787], [1.39085, -0.48431, -1.22963], [0.57475, -1.23744, 1.05746], [2.32191, -1.48292, 0.79191], [2.23016, 0.94118, 1.59655]],
  "forces_ev_per_a": [[-2.174, -1.812, -1.169], [2.813, -2.059, -0.798], [-1.465, -0.112, 0.151], [1.068, 3.000, 1.243], [-0.010, -0.184, 1.379], [-0.443, 1.061, -0.978], [0.587, 1.452, -0.031], [0.206, 0.446, 0.285], [0.647, 0.756, 0.421], [0.163, 0.159, 0.597], [-0.495, 0.452, -0.442], [-0.159, 0.344, -0.169], [-0.331, 0.033, -1.640], [0.183, -1.150, 1.313], [-0.095, -0.416, -0.297], [-0.033, -0.484, 0.492], [0.072, 0.014, -0.630], [-0.532, -1.502, 0.273]],
  "e_tot_ha": -364.18423,
  "smiles": "C[C@@H](O)CNCO",
  "e_above_lowest_ev": 2.284,
  "homo_lumo_gap_ev": 9.88,
  "mol_weight_da": 105.14
}

---

{
  "formula": "C4H11NO2",
  "method": "wB97M-V/def2-TZVPD",
  "symbols": ["C", "N", "C", "C", "C", "H", "H", "H", "H", "H", "H", "H", "O", "H", "H", "O", "H", "H"],
  "xyz": [[1.74312, -1.66417, -0.54051], [1.20600, -0.57466, -0.15077], [0.82217, 0.38393, -1.10314], [0.14258, 1.48002, -0.73355], [-0.63834, 2.37295, -1.69914], [2.17877, -1.63306, -1.54500], [1.53759, -2.52852, 0.07047], [1.29703, 0.35467, -2.09448], [-0.15296, 1.40442, 0.30255], [0.02432, 2.77689, -2.46968], [-1.15330, 3.09064, -1.09142], [-1.32522, 1.73355, -2.24274], [-0.17191, 2.05867, 6.45180], [-0.50403, 1.30029, 6.89728], [0.73115, 2.10601, 6.20046], [-1.87265, -3.80656, -2.23315], [-2.64431, -4.37380, -2.05802], [-1.22001, -4.48125, -1.96096]],
  "forces_ev_per_a": [[-0.794, 1.791, -0.534], [-1.246, -0.684, 0.248], [2.079, 1.578, 0.049], [-0.975, -1.616, -0.584], [1.444, -1.034, 0.438], [-0.043, -0.978, -0.058], [1.040, -0.353, 0.180], [-0.462, -0.475, -0.093], [-0.179, 0.561, 0.267], [-0.133, 0.461, 0.285], [-0.303, 0.704, -0.298], [-0.431, 0.045, 0.106], [-1.634, 1.911, -0.475], [0.610, -1.059, 0.341], [1.022, -0.851, 0.131], [-0.008, -1.620, 0.580], [-0.278, 0.778, -0.289], [0.291, 0.841, -0.295]],
  "e_tot_ha": -364.14950,
  "smiles": "C=N/C=C/C.O.O",
  "e_above_lowest_ev": 3.229,
  "homo_lumo_gap_ev": 9.39,
  "mol_weight_da": 105.14
}

---

{
  "formula": "C4H11NO2",
  "method": "wB97M-V/def2-TZVPD",
  "symbols": ["C", "C", "C", "N", "C", "O", "H", "H", "H", "H", "H", "H", "H", "H", "H", "O", "H", "H"],
  "xyz": [[-0.49874, -0.61309, -0.09131], [0.70110, -0.65373, 0.85920], [1.65134, 0.57013, 0.79565], [1.52851, -1.84057, 0.65281], [1.81807, -2.37489, -0.55757], [1.70959, -1.82455, -1.63250], [-0.19753, -0.35457, -1.10019], [-1.32285, 0.00924, 0.24380], [-0.82193, -1.65675, -0.13235], [0.33628, -0.70482, 1.88502], [2.40458, 0.47673, 1.57739], [2.20573, 0.56939, -0.14221], [1.11720, 1.51312, 0.87578], [1.81625, -2.46135, 1.39337], [2.14855, -3.42832, -0.55540], [-5.25599, 5.17653, -0.07088], [-5.85762, 4.46221, -0.27663], [-4.52237, 4.99903, -0.63977]],
  "forces_ev_per_a": [[0.518, -0.922, 0.005], [0.868, 1.217, 0.249], [-0.225, -0.402, -0.270], [0.043, -1.219, -0.352], [-0.012, 0.020, -0.762], [-0.200, 0.329, -0.006], [0.013, 0.200, -0.052], [0.137, 0.145, 0.189], [-0.477, 0.157, -0.136], [-0.089, -0.201, 0.017], [-0.121, 0.170, 0.178], [-0.183, -0.031, -0.170], [-0.051, 0.086, 0.162], [-0.457, 0.388, 0.387], [0.234, 0.065, 0.562], [-0.498, 0.171, 0.438], [-0.363, -0.174, 0.072], [0.862, 0.002, -0.511]],
  "e_tot_ha": -364.24106,
  "smiles": "CC(C)NC=O.O",
  "e_above_lowest_ev": 0.738,
  "homo_lumo_gap_ev": 10.52,
  "mol_weight_da": 105.14
}

---

{
  "formula": "C4H11NO2",
  "method": "wB97M-V/def2-TZVPD",
  "symbols": ["C", "C", "O", "N", "C", "C", "H", "H", "H", "H", "H", "H", "H", "H", "H", "O", "H", "H"],
  "xyz": [[0.42280, -1.48706, -1.21330], [-0.97180, -1.04701, -0.46188], [-1.93207, -1.81082, -0.65193], [-1.00268, 0.22830, 0.04608], [-2.11179, 0.83273, 0.67255], [0.10858, 1.24409, -0.17243], [1.23593, -0.74870, -1.40928], [0.25170, -1.71399, -2.22117], [0.91957, -2.34462, -0.80284], [-1.80503, 1.12696, 1.67488], [-2.60591, 1.78312, 0.17301], [-2.81539, 0.05298, 0.92983], [1.03023, 0.72443, -0.10990], [0.01995, 1.81924, 0.77587], [0.11558, 1.72017, -1.13981], [2.96511, 0.26584, 1.17893], [2.39136, -0.50914, 1.17024], [3.78384, -0.13651, 1.56115]],
  "forces_ev_per_a": [[0.107, 1.851, 1.216], [0.482, -0.781, -3.032], [1.444, 1.512, 1.437], [1.921, 0.432, -1.549], [-1.878, 0.900, 0.831], [-1.013, -1.868, 1.973], [-0.670, -0.028, 0.982], [-1.280, -0.752, -1.375], [-0.180, -0.527, 0.628], [0.201, 0.602, 0.114], [1.023, -2.135, 0.554], [-0.725, -0.023, -0.623], [0.846, -0.254, 0.137], [0.346, 0.507, -1.290], [-0.656, 0.632, -0.040], [1.088, -0.968, 0.605], [-0.280, 0.107, -0.103], [-0.776, 0.792, -0.466]],
  "e_tot_ha": -364.19889,
  "smiles": "CC(=O)N(C)C.O",
  "e_above_lowest_ev": 1.885,
  "homo_lumo_gap_ev": 9.85,
  "mol_weight_da": 105.14
}

---

{
  "formula": "C4H11NO2",
  "method": "wB97M-V/def2-TZVPD",
  "symbols": ["C", "N", "C", "C", "C", "O", "H", "H", "H", "H", "H", "H", "H", "H", "H", "O", "H", "H"],
  "xyz": [[-1.89142, -0.51128, -1.35193], [-1.21203, -1.69515, -0.79173], [-0.02143, -1.58481, 0.07666], [0.13656, -0.14164, 0.65686], [1.55221, -0.14033, 1.18884], [2.47280, -0.37641, 0.45959], [-2.63382, -0.13731, -0.65603], [-2.40424, -0.78363, -2.27808], [-1.16574, 0.21353, -1.73286], [-1.03436, -2.28327, -1.59353], [0.87504, -1.87095, -0.47237], [-0.07706, -2.32871, 0.87564], [0.18960, 0.55687, -0.17639], [-0.72522, 0.04646, 1.28970], [1.67922, -0.02311, 2.28000], [1.26002, 3.95208, 0.49163], [0.99792, 3.72299, 1.38167], [2.00196, 3.38466, 0.35236]],
  "forces_ev_per_a": [[0.858, -0.540, -0.283], [-0.649, -0.280, -0.457], [-0.574, 0.500, -0.773], [0.674, -1.358, -1.077], [-0.990, -0.218, 0.803], [0.575, 0.312, 0.003], [0.121, 0.521, 0.027], [-0.222, -0.409, 0.311], [-0.225, 0.572, 0.474], [0.325, -0.279, 0.375], [0.099, 0.361, -0.150], [-0.294, 0.195, 0.247], [-0.380, 0.100, -0.021], [0.386, 0.393, 0.460], [0.283, 0.161, 0.063], [-0.582, 0.380, 0.055], [-0.302, 0.115, 0.368], [0.898, -0.525, -0.426]],
  "e_tot_ha": -364.18770,
  "smiles": "CNCCC=O.O",
  "e_above_lowest_ev": 2.190,
  "homo_lumo_gap_ev": 9.33,
  "mol_weight_da": 105.14
}

---

{
  "formula": "C4H11NO2",
  "method": "wB97M-V/def2-TZVPD",
  "symbols": ["C", "N", "C", "C", "C", "H", "H", "H", "H", "H", "H", "H", "O", "H", "H", "O", "H", "H"],
  "xyz": [[-2.97997, 1.32997, 0.15480], [-1.93829, 0.87157, 0.78624], [-1.15377, 0.02709, -0.07648], [-0.13131, -0.55628, 0.54036], [0.83254, -1.65859, 0.15472], [-3.40022, 0.93019, -0.76045], [-3.62226, 1.84696, 0.89569], [-1.14349, 0.03273, -1.20756], [0.01548, -0.28955, 1.57644], [1.21594, -2.07554, 1.02041], [1.64029, -1.16603, -0.39392], [0.26758, -2.31228, -0.52091], [-2.08236, 0.57181, 3.55532], [-1.90502, 0.90800, 2.59198], [-1.34013, 0.79369, 4.11007], [5.25489, 0.26123, -3.86353], [5.96933, -0.20074, -4.24632], [4.50081, 0.68579, -4.31687]],
  "forces_ev_per_a": [[-0.055, -0.591, 3.845], [-0.984, 0.301, -4.121], [1.769, 0.231, 0.108], [0.461, -0.847, 1.061], [-1.590, 2.297, -2.683], [0.411, 0.349, -0.426], [-0.085, 0.260, -1.174], [-1.050, -0.069, 1.289], [-0.421, 0.195, 0.320], [0.617, -1.260, 1.434], [0.214, -0.409, -0.114], [0.678, -0.374, 0.285], [-0.239, 0.521, -2.040], [-0.108, -0.847, 2.207], [0.383, 0.243, 0.009], [-1.872, 1.290, 2.278], [0.351, -0.338, -1.724], [1.518, -0.953, -0.553]],
  "e_tot_ha": -364.14693,
  "smiles": "C=N/C=C/C.O.O",
  "e_above_lowest_ev": 3.299,
  "homo_lumo_gap_ev": 9.80,
  "mol_weight_da": 105.14
}

---

{
  "formula": "C4H11NO2",
  "method": "wB97M-V/def2-TZVPD",
  "symbols": ["C", "N", "C", "C", "O", "C", "O", "H", "H", "H", "H", "H", "H", "H", "H", "H", "H", "H"],
  "xyz": [[-0.20022, -2.44128, 1.02997], [0.00623, -1.64943, -0.17379], [-0.19951, -0.19655, -0.09072], [-0.83979, 0.41798, -1.31695], [-0.38118, 1.77090, -1.50937], [1.01631, 0.54702, 0.49211], [0.55646, 1.53020, 1.41566], [-0.39826, -3.52134, 0.81148], [0.66556, -2.48826, 1.75032], [-1.13905, -2.06570, 1.51334], [1.01375, -1.81182, -0.39955], [-0.93738, -0.12902, 0.71883], [-0.64534, -0.29190, -2.13256], [-1.93565, 0.46092, -1.12202], [-0.99873, 2.06135, -2.19058], [1.65450, -0.16442, 1.01551], [1.57266, 1.01498, -0.32782], [1.24407, 1.66706, 2.08461]],
  "forces_ev_per_a": [[-0.832, -0.490, 0.906], [1.965, -0.527, -1.076], [-0.288, -0.449, 2.606], [-0.404, -0.168, 0.395], [-0.518, -1.075, -0.607], [-0.241, 0.220, -0.480], [0.308, 0.082, 0.295], [0.121, 0.868, -0.284], [-0.793, 0.554, -0.388], [0.950, -0.327, -0.008], [-1.203, 0.187, -0.384], [0.050, 0.329, -0.046], [0.031, 0.577, -0.347], [0.579, -0.230, -0.380], [0.351, 0.591, 0.037], [0.050, -0.194, -0.066], [0.159, 0.025, 0.182], [-0.285, 0.027, -0.354]],
  "e_tot_ha": -364.18466,
  "smiles": "CNC(CO)CO",
  "e_above_lowest_ev": 2.273,
  "homo_lumo_gap_ev": 9.78,
  "mol_weight_da": 105.14
}

---

{
  "formula": "C4H11NO2",
  "method": "wB97M-V/def2-TZVPD",
  "symbols": ["C", "C", "C", "N", "C", "O", "H", "H", "H", "H", "H", "H", "H", "H", "H", "O", "H", "H"],
  "xyz": [[1.14096, 0.77085, -0.59398], [0.40405, -0.47801, -0.91448], [-1.06445, -0.35185, -0.70400], [0.97752, -1.58160, -0.09028], [1.03126, -1.46844, 1.28727], [0.43809, -0.68839, 1.95386], [0.93081, 1.27711, 0.42948], [1.06988, 1.64546, -1.23323], [2.20926, 0.67713, -0.54757], [0.63141, -0.71321, -2.15930], [-1.56317, -0.99584, -1.41032], [-1.32344, -0.67040, 0.37752], [-1.38187, 0.66833, -0.94341], [1.68776, -2.08488, -0.58418], [1.66557, -2.16114, 1.88211], [-2.40668, 2.89567, -0.59718], [-2.73582, 2.19558, 0.06080], [-1.35521, 2.73954, -0.54227]],
  "forces_ev_per_a": [[0.792, 3.058, 2.183], [1.378, -0.744, -2.538], [-1.032, -0.473, 1.248], [-0.327, 0.460, -0.165], [1.362, -1.589, -0.703], [-1.589, 1.903, 0.793], [-0.182, -1.393, -1.330], [-0.749, -0.238, -0.839], [0.710, -0.708, -0.067], [-0.529, 0.299, 3.664], [-0.473, -0.373, 0.025], [0.218, 0.841, -1.859], [-0.083, -0.272, 0.281], [0.301, -0.431, 0.381], [0.206, -0.467, -1.134], [2.984, -2.083, 1.631], [0.657, 1.559, -1.401], [-3.642, 0.650, -0.166]],
  "e_tot_ha": -364.19810,
  "smiles": "CC(C)NC=O.O",
  "e_above_lowest_ev": 1.907,
  "homo_lumo_gap_ev": 10.58,
  "mol_weight_da": 105.14
}

---

{
  "formula": "C4H11NO2",
  "method": "wB97M-V/def2-TZVPD",
  "symbols": ["C", "C", "C", "N", "C", "O", "H", "H", "H", "H", "H", "H", "H", "H", "H", "O", "H", "H"],
  "xyz": [[0.19674, 0.43838, -1.14057], [0.19165, 1.05088, 0.25299], [-0.95622, 0.53360, 1.18284], [1.43531, 0.70461, 0.95841], [2.53227, 0.00673, 0.46307], [2.83281, -0.05716, -0.76791], [0.20156, -0.61795, -1.05788], [-0.81016, 0.59325, -1.53094], [0.96207, 0.75614, -1.83115], [0.16146, 2.18363, 0.05386], [-0.59200, 0.74120, 2.23090], [-1.11818, -0.52711, 1.00816], [-1.78683, 1.24544, 1.08702], [1.38883, 0.57302, 1.92654], [2.94061, -0.59345, 1.31751], [-2.42540, -2.17530, -1.04108], [-2.44763, -1.74967, -1.95064], [-2.70691, -3.10622, -1.16115]],
  "forces_ev_per_a": [[-1.633, 0.081, 0.242], [0.679, 1.086, -0.328], [1.402, 2.094, 0.354], [1.785, -0.706, -1.703], [-1.355, 0.181, -3.260], [-0.143, 0.007, 4.376], [0.517, -1.251, 0.103], [-0.030, 0.514, -0.330], [0.027, 0.273, 0.116], [-0.148, -1.407, 0.870], [-0.502, -0.574, -0.846], [-0.461, 0.142, 0.059], [-0.337, -0.905, -0.272], [-0.505, 0.035, 1.447], [0.675, 0.410, -0.854], [-0.211, 0.128, -1.569], [-0.002, -1.008, 1.690], [0.243, 0.899, -0.095]],
  "e_tot_ha": -364.21672,
  "smiles": "CC(C)NC=O.O",
  "e_above_lowest_ev": 1.400,
  "homo_lumo_gap_ev": 10.16,
  "mol_weight_da": 105.14
}

---

What are the F_max values for these records? In order: 2.960 3.576 2.611 1.515 3.168 1.860 4.248 2.660 3.987 4.378 eV/A.